150
Properties=species:S:1:pos:R:3 method="wB97M-V/def2-TZVPD" homo_lumo_gap_ev=5.53 largest_force_ha_per_bohr=0.180 spin_multiplicity=1 total_charge=+1 homo_ev=-9.90 energy_ha=-6741.966192
C -1.47963 -1.63255 4.49895
C -1.96798 -1.08049 3.18160
C -2.81016 -1.93235 2.07173
C -1.94899 -2.54245 0.81825
C -1.09781 -3.73715 1.52066
C 0.33896 -3.32976 2.18735
C -1.24780 -1.26124 0.09949
C 0.26630 -1.32280 -0.51179
O 1.19535 -0.55569 0.12574
C 0.79233 -2.14969 -1.81940
F -0.20151 -1.92554 -2.93568
F 1.01401 -3.62217 -1.56221
C 2.23708 -1.61108 -2.43610
F 2.26414 -0.11556 -2.62489
F 2.27953 -2.16154 -3.84362
C 3.55996 -2.20989 -1.68542
F 3.39970 -2.52690 -0.25050
F 4.07190 -3.44607 -2.34324
C 4.81822 -1.11114 -1.76846
O 5.39626 -0.70808 -0.60263
O 5.37582 -0.58034 -3.02319
C -2.48629 -0.93467 -0.97857
C -2.37127 0.52092 -1.73010
C -3.70384 1.46807 -1.59548
C -3.80167 2.29499 -0.18309
C -2.40091 2.98803 0.31386
C -1.68608 3.96133 -0.79680
C -0.05156 3.66228 -0.69908
C 0.87633 4.89332 -1.26257
C 2.39619 4.65735 -0.61340
C 2.79239 3.06280 -0.51256
C 4.43731 2.81064 -0.37111
C 4.67945 2.00041 1.04919
N -3.46315 -1.88214 -1.13994
N -4.49294 -1.69711 -2.04486
C -3.11191 -3.09881 -0.25617
Br -2.23388 -4.24140 -1.70760
C -4.42461 -3.86442 0.34394
Cl -5.86626 -2.72266 0.75626
C -5.06438 -5.04867 -0.58192
C -4.45696 -6.57028 -0.24229
H -2.14716 -1.80089 5.44484
H -0.34025 -1.96775 4.52366
H -1.66393 0.02831 2.94909
H -3.42277 -2.75322 2.68536
H -3.63834 -1.19312 1.63434
H -1.77032 -4.14830 2.41867
H -0.89282 -4.68575 0.84543
H 0.44397 -3.68459 3.30035
H 0.48279 -2.14476 2.14763
H 1.24471 -3.77606 1.55680
H -1.22344 -0.20583 0.65968
H 6.17872 -0.02153 -2.72751
H -1.37282 1.01847 -1.37851
H -2.23991 0.29560 -2.89432
H -3.63228 2.27538 -2.46810
H -4.72547 0.91529 -1.74825
H -4.25290 1.65604 0.70762
H -4.57453 3.18529 -0.36518
H -1.67026 2.13395 0.67639
H -2.67330 3.67633 1.23833
H -1.82884 5.10287 -0.49643
H -2.11570 3.79726 -1.88339
H 0.18924 3.42407 0.42749
H 0.14392 2.68516 -1.32100
H 0.93466 4.83753 -2.43718
H 0.42032 5.93720 -0.96649
H 3.16067 5.26173 -1.26581
H 2.32414 5.11266 0.48780
H 2.27077 2.56626 0.43528
H 2.46136 2.54149 -1.53038
H 4.79232 2.09649 -1.23625
H 5.04178 3.83400 -0.38161
H 3.83140 1.16953 1.14710
H 4.63308 2.69024 2.00377
H 5.69794 1.39707 0.99341
H -5.34056 -1.25954 -1.62318
H -4.18996 -1.22367 -2.92420
H -4.12165 -4.35664 1.37401
H -5.09994 -4.82287 -1.73724
H -6.21156 -5.12882 -0.25554
H -5.03607 -7.02822 0.67787
H -3.29601 -6.53221 -0.10058
H -4.71068 -7.21544 -1.20004
O -5.11303 2.60426 -3.90274
H -6.00050 2.43222 -4.25183
H -4.52116 2.27542 -4.59596
O 6.64624 0.66618 3.00190
H 7.54036 0.38955 2.75074
H 6.17872 -0.16795 3.15889
O 0.64624 3.43618 -4.33810
H 1.54036 3.15955 -4.58926
H 0.17872 2.60205 -4.18111
O -7.30641 -2.49101 -3.07199
H -6.55078 -2.15402 -2.56750
H -8.07750 -2.15397 -2.59156
O -0.19275 -4.78509 5.11340
H 0.51314 -5.36978 4.79888
H -0.85289 -5.39194 5.48073
O 1.48030 -7.07566 4.71694
H 2.37442 -7.35228 4.46578
H 1.01278 -7.90979 4.87393
O -3.11756 5.02238 2.60485
H -3.95512 5.11824 3.08273
H -2.45981 5.40106 3.20731
O -0.18253 -6.33888 -0.82376
H 0.44718 -5.60235 -0.83015
H 0.10286 -6.89709 -1.56264
O 4.91154 -1.23943 4.33382
H 4.60216 -0.82170 5.15164
H 4.35380 -2.02718 4.24800
O -2.22926 7.25750 1.08774
H -3.06406 7.74374 1.01196
H -2.43917 6.52396 1.68511
O -9.07897 -0.49745 -4.00412
H -9.96643 -0.66948 -4.35321
H -8.48709 -0.82629 -4.69733
O 9.62541 0.38281 3.48391
H 9.12574 1.21237 3.51880
H 10.14954 0.39094 4.29890
O -1.40650 -3.02864 -5.75791
H -2.24406 -2.93278 -5.28003
H -0.74875 -2.64996 -5.15545
O -0.12321 8.13514 -1.40627
H 0.20253 9.00517 -1.68193
H -0.87862 8.33857 -0.83446
O -1.16702 7.24207 3.71983
H -1.08394 8.12228 3.32310
H -0.34834 7.13595 4.22727
O 2.57679 -7.96935 0.15569
H 2.90253 -7.09932 -0.11997
H 1.82138 -7.76592 0.72750
O -3.57147 6.19039 -2.55853
H -2.94176 6.92693 -2.56492
H -3.28608 5.63218 -3.29742
O 5.12853 -3.50294 3.14147
H 5.75824 -2.76641 3.13508
H 5.41392 -4.06115 2.40259
O 6.65984 5.46620 -0.85314
H 7.51470 5.12791 -1.15946
H 6.62616 6.36887 -1.20392
O 8.87447 0.16311 -0.03464
H 7.99530 -0.24033 0.02342
H 9.33093 -0.15554 0.75852
O -10.17459 0.95568 -6.21544
H -10.67426 1.78524 -6.18055
H -9.65046 0.96382 -5.40045
O 11.57958 0.39702 6.23156
H 11.99462 -0.14509 5.54388
H 12.20304 1.12731 6.36180

70
Properties=species:S:1:pos:R:3 method="wB97M-V/def2-TZVPD" homo_lumo_gap_ev="6.00 / 6.00" largest_force_ha_per_bohr=0.011 spin_multiplicity=1 total_charge=+3 homo_ev="-16.78 / -16.78" energy_ha=-3387.481085
Tc 0.66513 -1.13947 1.46063
C 6.53549 2.46069 1.24265
C 5.28378 1.71530 0.96036
C 5.16896 0.87945 -0.15412
C 3.99944 0.20383 -0.38179
C 2.89698 0.31236 0.50784
N 1.71499 -0.30335 0.15494
C 1.48264 -0.52754 -1.20424
C 1.70414 0.53097 -2.09866
C 1.61830 0.33228 -3.45878
C 1.38223 -0.94814 -3.95762
C 1.33641 -1.22003 -5.42396
C 1.16823 -1.99871 -3.05024
C 1.15145 -1.82209 -1.67745
C 0.96958 -3.04656 -0.77011
O 0.72596 -2.76614 0.58746
C 2.25493 -3.92067 -0.80807
F 3.28153 -3.11696 -0.45884
F 2.18810 -4.91429 0.05603
F 2.49058 -4.40145 -2.02190
C -0.32482 -3.83439 -1.15188
F -1.35725 -2.96352 -1.07426
F -0.30075 -4.33473 -2.37978
F -0.54741 -4.81545 -0.29857
C 3.05025 1.06241 1.71942
C 4.20588 1.78586 1.87150
C 1.95690 1.14466 2.78715
O 1.18478 -0.02020 2.85967
C 2.54466 1.28179 4.23426
F 1.59904 1.01837 5.12166
F 3.01539 2.50625 4.47101
F 3.53242 0.40050 4.38488
C 1.00530 2.32609 2.45064
F 0.48469 2.11225 1.21216
F 1.63303 3.48663 2.42413
F -0.01477 2.38505 3.29740
H 7.10722 2.64561 0.33578
H 7.16196 1.85726 1.90942
H 6.33548 3.40050 1.75494
H 6.00508 0.75916 -0.82964
H 3.92237 -0.47185 -1.22252
H 1.90960 1.51488 -1.69550
H 1.76534 1.16174 -4.13734
H 1.75018 -0.39525 -5.99921
H 0.30178 -1.37123 -5.74186
H 1.88092 -2.13275 -5.66581
H 1.01562 -2.98324 -3.46430
H 4.33441 2.41862 2.73709
O -7.65141 0.98628 -1.84305
S -8.46571 2.16480 -2.34113
O -9.07691 1.91757 -3.56970
O -8.46559 3.30998 -1.53745
C -7.09815 0.95744 -0.45675
N -8.00994 1.10486 0.44737
C -7.53629 0.98432 1.69229
C -6.19518 0.69211 1.92100
C -5.35522 0.55381 0.82154
N -5.83072 0.71934 -0.42996
C -3.91002 0.21051 0.94257
C -3.02576 0.48186 -0.09965
C -1.69424 0.14403 0.03174
N -1.23206 -0.45984 1.13801
C -2.07805 -0.73152 2.14924
C -3.41498 -0.40895 2.08884
H -8.24405 1.11694 2.50016
H -5.84003 0.59227 2.93540
H -3.36787 0.95339 -1.00859
H -0.97683 0.34270 -0.75192
H -1.66390 -1.21479 3.02829
H -4.04321 -0.67162 2.92716